# 1
Density functional theory data (the ωB97M-V functional and the def2-TZVPD basis) for a cluster of 2 separate species, C3H9O2 in total in a non-equilibrium geometry.

XYZ file:
```
14
Properties=species:S:1:pos:R:3:forces:R:3
C 1.79408 -0.71971 2.14066 0.8483 -0.6580 -0.6125
O -1.20170 -1.09892 -0.97209 -0.2624 1.0692 1.8822
H -0.37389 0.65029 0.15131 -1.3611 -0.5466 0.2033
H 1.29765 -0.84780 3.10588 0.1200 0.7222 0.1891
O 0.96297 -0.62098 1.08425 -0.1223 -0.6350 0.2466
H 2.62641 -0.01050 1.97255 -0.2721 0.1005 0.9555
H 0.40735 0.02191 -1.11631 0.1240 0.7072 -0.9103
H -0.69548 1.88347 -2.21920 0.0298 0.5324 0.3516
C -0.62570 0.23305 -0.83588 1.5363 -0.5646 -1.0017
H 2.33802 -1.69226 2.04119 -0.1900 0.0787 -0.2898
H -2.15892 1.70761 -1.11722 0.3463 0.3598 -0.0956
H -1.89797 0.69872 -2.48417 0.0557 -0.2967 -0.0618
C -1.36516 1.21642 -1.68816 -0.6568 -0.3317 -0.4851
H -1.10767 -1.42130 -0.06280 -0.1955 -0.5374 -0.3717
```
Forces are in eV/Å.

Summary:
<S²>: 0.75
ΔE to the lowest compared entry with this formula, charge and spin in kcal per mole: 27.2
E_HOMO (spin up / spin down) in eV: -9.6 / -9.6
Multiplicity: 2

Results of the natural (NBO) charge analysis, in e, for atoms 1 through 4: number 1, C, carries -0.32; number 2, O, carries -0.73; number 3, H, carries 0.18; number 4, H, carries 0.19



# 2
Density functional theory data (the ωB97M-V functional and the def2-TZVPD basis) for a structure of composition C13H29BCl2FNO5Si2 in a non-equilibrium geometry.

XYZ file:
```
54
Properties=species:S:1:pos:R:3:forces:R:3
H 1.62061 -0.59009 1.76856 -2.2113 -1.2753 0.0172
B -0.41050 -0.38739 -1.21107 -1.7759 3.3038 -1.4236
Si -2.25522 -3.00471 0.58272 1.2033 -0.9405 -0.8139
H 3.10850 -2.46205 2.50500 -1.8064 -1.6182 0.2935
C -5.36836 0.16878 -0.42768 0.3408 -0.0078 1.4245
O 3.26178 2.72971 -0.18217 -2.4967 -1.1780 -0.1267
C 2.22744 -3.20072 2.76470 -0.3803 0.2061 0.5353
H 2.66612 3.80777 -1.93839 -1.0354 -0.3551 2.2924
C 3.28245 -1.27569 -0.37490 0.9584 -0.0018 -0.8827
H -1.73854 4.89800 1.20795 0.0653 -0.0777 -0.3121
H 3.47319 -1.17711 0.78120 -0.6034 -0.3759 -2.2470
C -1.47171 4.21026 0.40273 -0.0869 0.0484 0.3391
H 1.57162 1.37986 0.33950 2.2829 0.2418 -0.5994
C 0.61000 -1.22324 1.74637 0.8952 0.2298 1.4677
C 2.25955 3.57823 -0.84600 0.0233 0.8840 -0.7465
C -4.19472 -0.76467 0.30286 0.5231 -2.3813 -2.8181
N -1.46706 4.95556 -0.88504 -0.0433 0.7063 -0.8062
H 2.14662 4.58719 -0.24548 0.3903 -1.9546 -1.2010
H 2.11325 -4.09006 1.99467 0.6320 1.8734 1.6497
H 2.43362 0.28138 -1.92977 1.3571 -0.2095 1.9174
C -3.60833 -2.00215 -0.34650 -1.9064 4.2627 2.1076
F -0.46156 -0.23885 2.12415 1.8081 -1.8980 -0.3470
H 2.33766 -3.36417 -0.35117 -0.4806 2.0687 -0.8857
C 2.06773 -2.29626 -0.78959 0.9700 -1.0374 0.1637
O -1.18151 4.31137 -1.90107 -0.4035 1.0141 1.2964
H -6.36927 -0.43402 -0.30767 1.9643 1.1728 -0.6344
H -1.08147 -0.55741 -3.49751 1.6864 0.5826 1.1136
H -1.92745 -2.44924 1.91922 -0.3035 0.2879 -0.4509
C 2.74078 1.38996 0.13206 0.2361 -1.4654 0.4890
H -2.21040 3.41061 0.31792 0.2960 0.0230 -0.0399
C 0.79235 -2.41492 2.85465 0.1290 0.6652 1.3518
O -1.74804 6.15902 -0.84345 0.4391 -1.7176 -0.3249
Cl -3.67552 -0.16117 2.01343 -0.7888 -1.0891 -2.8346
H -5.10095 0.46038 -1.52955 -0.5306 -1.0091 2.1034
H 2.45568 -3.59795 3.86616 -0.5033 0.5793 -2.5996
H 2.01777 -2.45444 -1.97145 0.1596 0.5189 2.5930
H 4.22997 0.55130 -1.42773 -2.3255 -0.5782 1.0648
H -0.46763 3.80918 0.55496 -0.2485 -0.0799 -0.1102
O -0.73039 -3.18600 -0.26525 -1.0221 2.1624 1.5005
H 0.76246 -1.88672 3.92167 -0.0481 -1.0196 -2.2846
H -2.06158 0.86271 -1.21480 1.9430 0.0831 0.7178
O -1.22903 0.73642 -0.65685 -0.1901 -2.6011 -1.8298
Cl -4.22713 -2.57095 -2.03622 0.8157 1.0819 2.5119
H 3.23608 1.01826 1.14652 -0.8192 1.0467 -2.0457
H 0.66083 -1.20558 -3.17675 -1.6710 1.7978 0.6093
C -0.11908 -0.36684 -2.85970 0.6238 -0.3256 -0.2513
Si 0.33147 -1.80577 -0.06327 0.8574 -1.4907 -0.4172
H -5.51681 1.17762 0.17382 0.5094 -2.2268 -1.1360
H 0.37062 0.68803 -3.12817 -1.2396 -2.1836 0.4394
H 1.18874 3.11269 -0.92671 2.0916 0.5403 0.1373
H 4.28379 -1.74649 -0.82010 -2.1472 1.0071 1.0089
C 3.16135 0.23560 -1.00136 0.4499 0.8171 -0.2854
H -0.05402 -3.22235 2.87259 1.4641 1.7016 -0.3027
H -2.73577 -4.38291 0.86190 -0.0477 0.1906 -0.3882
```
Forces are in eV/Å.

Summary:
E_HOMO in eV: -9.6

Results of the natural (NBO) charge analysis, in e, for atoms 1 through 4: number 1, H, carries 0.21; number 2, B, carries 0.65; number 3, Si, carries 1.40; number 4, H, carries 0.21



# 3
Density functional theory data (the ωB97M-V functional and the def2-TZVPD basis) for a cluster of 2 separate species, C2H6NS2 in total in a non-equilibrium geometry.

XYZ file:
```
11
Properties=species:S:1:pos:R:3:forces:R:3
N -0.43168 -0.41258 -0.14619 1.4531 -1.4186 2.9258
S 2.42763 -0.81924 1.51617 -0.8064 0.8884 -0.9362
H 1.42283 1.25304 0.14553 0.6112 -1.5128 0.1373
H -1.50313 1.13598 0.65119 -0.4711 0.3580 1.3627
C -1.55316 0.49241 -0.17819 0.5354 2.3839 -4.9246
H -2.54264 0.09564 -0.47896 0.6123 -0.1498 0.7627
H -0.34242 -1.18202 -0.77648 -0.2637 0.0907 -1.6208
H -1.30174 1.25592 -1.08445 -0.7222 -1.6268 1.8912
S 2.63006 -1.00074 -0.60827 -0.2905 0.7104 0.2836
C 1.71263 0.16623 0.25403 -0.8260 -0.2518 -0.0298
H -0.51838 -0.98463 0.70562 0.1679 0.5285 0.1481
```
Forces are in eV/Å.

Summary:
ΔE to the lowest compared entry with this formula, charge and spin in kcal per mole: 52.8
Total charge: +1
E_HOMO in eV: -14.1

Results of the natural (NBO) charge analysis, in e, for atoms 1 through 4: number 1, N, carries -0.69; number 2, S, carries 0.33; number 3, H, carries 0.31; number 4, H, carries 0.22



# 4
Density functional theory data (the ωB97M-V functional and the def2-TZVPD basis) for a structure of composition C22H46BrCaCl2Cs2FLiNO15PS in a non-equilibrium geometry.

XYZ file:
```
94
Properties=species:S:1:pos:R:3:forces:R:3
H 5.41622 -0.09578 1.84410 0.2276 0.0784 0.2674
H 0.21695 2.76440 -0.49303 -0.0875 0.4356 -0.1147
C -5.11633 -2.07486 -0.10074 1.0585 -1.1067 2.3527
O -4.05107 0.13044 -0.79877 -0.0257 -1.0143 -0.9402
O -2.00215 1.35115 -0.04113 0.0563 0.7542 -0.7443
O -9.49966 0.63633 0.37772 -4.6765 -1.8107 -1.5864
H 4.49230 -1.02710 -0.86579 0.2081 -0.5885 -0.8578
H -0.16097 -4.37353 -2.31670 -0.1332 -0.1347 0.1084
C 2.23682 0.87202 0.61478 -0.9464 -0.7880 2.6468
H -7.97885 2.06656 2.57443 0.0178 -0.4145 0.4818
Cl 14.13904 -2.61879 -0.16239 -0.0120 0.0479 0.0121
H 0.72444 0.61998 -0.79683 -0.3589 -0.3926 -0.3732
H 0.75916 2.81431 1.16300 -0.1119 0.2386 0.4141
Cs -5.39170 -2.04436 -2.49806 -3.6151 2.3593 -14.5541
H -3.83923 -2.95644 4.11606 0.2907 0.0059 0.2649
H 2.37754 1.30980 1.59887 -0.2157 -0.3247 0.7888
C 8.90045 -0.67480 0.80116 1.4849 -0.0336 -1.3820
O -0.78426 -4.28003 -3.04646 0.1653 0.3205 0.0045
H 2.49969 4.23137 -6.20482 -0.1769 -0.2324 -0.1045
H 7.04975 -2.14222 1.18555 0.1364 -0.2112 0.1749
H -6.07483 2.79987 -0.14462 -0.2496 -0.0142 -0.1905
H 10.30584 -1.46116 2.16239 0.3484 -0.0245 0.0692
C 12.87848 -2.03609 -1.25908 -0.0844 0.0681 0.0919
C -5.04859 -2.55823 2.38796 0.7553 -0.0136 0.4267
O -8.27630 1.06011 -1.63783 0.3191 0.0562 0.6054
C -4.60860 -3.47921 3.57028 -0.3679 0.1610 -0.6594
O -4.26326 2.23626 0.63293 -0.3793 -0.1482 -1.0672
O -8.46127 2.79326 0.01409 -0.7568 0.3110 -2.1969
H -5.45935 -3.57868 4.23361 -0.1422 -0.0978 0.2676
O 4.07576 1.99416 -4.51893 0.1769 -0.1955 -0.1236
H -5.91642 -1.37458 0.21438 0.4679 -0.1645 -0.1069
H 9.27611 -0.16449 2.83068 0.0290 0.2480 0.1576
H 2.47335 4.29399 -4.43607 -0.0349 -0.1300 0.0890
C 4.35708 -0.42281 0.02336 0.3392 0.0388 2.0064
H 11.99099 -1.80507 -0.68181 -0.0483 -0.0634 0.0047
C 2.89484 -0.52063 0.52514 1.7162 2.1713 0.8314
C 0.14470 2.26118 0.46648 0.4886 -1.0597 -0.9831
H 8.62746 -1.76844 2.59447 -0.1578 -0.1352 0.2449
Ca 2.71589 -1.45849 -3.02690 0.3631 1.9929 1.4153
O 7.62701 -0.24970 0.61230 -0.0538 -0.0618 0.0190
C 5.32967 -0.88747 1.11096 -0.5344 -0.4684 -0.8062
C -3.81138 -1.28368 -0.61987 -0.4882 -1.3302 -0.5858
H -5.75870 4.09030 1.78967 0.3606 0.0187 0.2392
H 6.59543 -1.69762 -0.43358 -0.0045 -0.0138 -0.3956
H -3.16014 -4.80445 2.93685 0.0340 -0.0648 -0.1817
C 2.75140 3.69096 -5.29859 0.1640 0.3627 -0.0562
Cl 12.46481 -3.24732 -2.48044 -0.0372 0.0221 -0.0343
O 2.04182 2.42988 -5.22944 -0.1894 -0.0044 0.0205
C -1.28197 2.18979 0.89678 0.5629 1.0165 0.3613
H 4.59700 3.01142 -6.24417 -0.0322 -0.1229 0.0152
H -3.57703 -1.68642 -1.66516 1.6362 1.0695 2.6479
H 4.55454 0.60050 -0.26172 0.5101 -0.3239 0.0487
H 4.87908 -1.74472 1.59559 -0.0330 -0.2796 0.3501
H -4.71933 -5.30656 2.60855 0.0638 -0.1144 -0.1045
H -8.15442 3.32175 1.34670 0.3248 0.1569 0.8514
H -3.78765 -3.51485 0.90800 0.3066 -0.0359 -0.1534
Li -8.31752 1.33286 0.71369 9.0120 0.0562 7.9726
H -5.49989 -3.91736 0.84626 0.0552 -0.5274 -0.1441
H 13.23833 -1.14714 -1.76060 0.0918 -0.0347 -0.0598
O 3.20018 1.15726 -1.30137 0.7332 -0.4571 -5.4582
F -5.33072 2.54222 3.03569 -0.0012 0.1268 0.4133
H -5.56883 -2.64511 -0.99055 0.6702 -1.1017 9.0429
O 2.47990 0.45319 -4.28914 -0.1046 -0.7974 -0.1723
Br 1.21918 -1.95346 2.04670 -1.9983 -1.8625 1.1885
H -6.18772 1.29485 0.75911 0.4966 -0.4634 -0.0461
H -1.37357 1.84386 1.91698 -0.1168 -0.7245 0.1369
C 6.66649 -1.32629 0.58137 0.3847 0.2091 0.6425
H 2.89890 -0.98519 1.55608 0.5011 0.7156 -1.4171
H 2.72992 1.52091 -0.10006 -0.5898 0.6474 1.4316
H -0.23561 -4.14539 -3.82573 -0.1007 -0.1915 -0.0706
C 0.76325 0.86139 0.25907 0.6724 1.0610 0.6582
C 2.84562 1.56102 -4.65824 0.1081 0.1103 0.2188
C -7.60350 3.03222 2.27072 1.5423 1.4156 0.8660
H -1.70856 3.18678 0.90040 -0.4070 0.1882 -0.2929
C -4.78766 -3.11495 0.99922 -1.0737 0.7427 0.1156
C -6.04527 3.04675 1.97266 -2.1623 0.2065 -0.0811
O 9.69040 -0.71914 -0.12640 -0.9423 0.1561 0.8398
O -3.39132 0.09016 1.59981 -0.2502 -0.5955 0.8111
O -10.41473 2.19414 -1.30802 0.1335 -0.0907 0.4907
H -6.10210 -2.31910 2.48906 -0.2879 0.0493 -0.1064
H -2.95206 -1.51561 -0.01530 0.0943 0.2022 0.5362
C 9.31806 -1.03695 2.19353 -0.5325 -0.1318 -0.1925
C -5.71033 2.27154 0.72375 0.7937 0.3932 0.0544
H -7.83054 3.83527 3.05218 -0.3967 -8.3634 -5.7943
P -3.41116 0.91474 0.40370 -0.3825 0.7112 2.5479
H -4.49076 -1.63528 2.47105 -0.0245 0.3464 0.0415
S -9.22068 1.68364 -0.68682 -4.7452 0.5532 -7.8704
H 3.03904 0.93497 -2.20356 -0.0936 0.5814 -2.0097
Cs -7.61588 5.12385 4.01375 1.0687 7.7767 5.8469
H 2.30700 -1.14605 -0.12409 -0.5160 -0.5914 -0.6508
H 0.26778 0.13691 0.88136 -0.4166 -0.4476 -0.0110
N -4.12058 -4.79804 3.23663 0.0495 -0.0854 0.4276
C 4.19222 3.22985 -5.25646 0.0468 0.3864 -0.1325
H 4.85258 3.92548 -4.75035 0.0296 -0.1852 0.2493
```
Forces are in eV/Å.

Summary:
Total charge: +1
E_HOMO in eV: -7.6

Results of the Löwdin charge analysis, in e, for atoms 1 through 4: number 1, H, carries 0.13; number 2, H, carries 0.11; number 3, C, carries -0.41; number 4, O, carries -0.18